Molecular formula: C154H88O22
Method: DFT, ωB97M-V with the def2-TZVPD basis set

Last column: Mulliken charge in e.
Geometry (Å):
1 C 20.67151 11.87648 36.88123  -0.58
2 C 20.09896 11.16713 37.88761  -0.29
3 C 18.72433 11.23620 38.08630  -0.52
4 C 17.92194 12.04908 37.23843  -0.40
5 C 18.57905 12.72383 36.20124  0.97
6 C 19.94370 12.65665 36.04490  -0.88
7 C 17.79615 13.64299 35.36668  0.26
8 O 18.33828 14.24477 34.47947  -0.66
9 C 16.31025 13.74466 35.55153  1.03
10 C 15.66057 14.65786 34.74041  -0.79
11 C 14.31185 14.96668 35.00926  -0.51
12 C 13.64202 14.39785 36.10246  -0.91
13 C 14.32438 13.41766 36.82938  -0.44
14 C 15.69017 13.16027 36.66380  -0.67
15 C 16.44206 12.10663 37.43161  1.45
16 O 15.96495 11.35208 38.29961  -0.77
17 H 21.75829 11.96450 36.73884  0.41
18 H 20.72531 10.52278 38.57277  0.14
19 H 18.36947 10.58453 38.86295  1.07
20 H 20.50781 13.20629 35.32500  0.44
21 H 16.17193 15.08345 33.92961  0.64
22 H 13.72037 15.78777 34.53508  0.36
23 H 12.58410 14.64051 36.30884  0.37
24 H 13.93726 12.80713 37.66177  0.44
25 C 19.00637 9.36535 35.43033  -0.08
26 C 17.64875 9.32550 35.69956  -0.82
27 C 16.73417 9.93592 34.87591  -1.46
28 C 17.18255 10.74969 33.82931  1.22
29 C 18.50977 10.94059 33.64034  0.72
30 C 19.43524 10.25420 34.42687  -0.81
31 C 19.01488 11.80710 32.48788  -0.37
32 O 20.14581 12.18358 32.32659  -0.70
33 C 17.97858 12.35312 31.52620  0.67
34 C 18.39050 13.10832 30.48088  -0.56
35 C 17.45074 13.59089 29.57042  -0.57
36 C 16.09549 13.36973 29.79277  -0.91
37 C 15.72713 12.67707 30.86915  -1.17
38 C 16.64362 12.04110 31.75272  0.07
39 C 16.14283 11.25387 32.83606  0.98
40 O 14.97183 11.18674 33.11034  -0.90
41 H 19.78232 8.96508 36.04416  0.89
42 H 17.33749 8.86332 36.59092  0.48
43 H 15.69632 9.90164 35.10242  0.42
44 H 20.48112 10.39365 34.17500  0.44
45 H 19.45560 13.35961 30.40326  0.51
46 H 17.72157 14.07169 28.66089  0.44
47 H 15.38669 13.64739 29.05821  0.49
48 H 14.74342 12.44341 31.17419  0.73
49 C 6.19088 -0.80440 39.50569  -0.66
50 C 5.43629 -1.59711 38.62136  -0.55
51 C 5.54527 -1.35468 37.23147  -0.68
52 C 6.31650 -0.28158 36.66473  0.21
53 C 7.09055 0.39778 37.59246  0.93
54 C 7.04381 0.12158 38.96414  -0.86
55 C 7.95032 1.54153 37.16282  0.19
56 O 8.71245 2.13031 37.91702  -0.37
57 C 7.85560 1.94188 35.63674  0.17
58 C 8.78178 2.91541 35.26427  -0.33
59 C 8.74779 3.33633 33.93706  -0.60
60 C 7.82230 2.72326 33.01889  -0.87
61 C 7.09622 1.63485 33.42621  -0.56
62 C 7.09889 1.23186 34.75749  0.10
63 C 6.18176 0.13812 35.25857  0.38
64 O 5.40871 -0.44226 34.54381  -0.64
65 H 6.00116 -0.89722 40.58374  0.39
66 H 4.88791 -2.51279 38.96742  0.32
67 H 5.02613 -2.00279 36.48429  0.36
68 H 7.61039 0.79569 39.49842  0.73
69 H 9.40676 3.30579 36.01106  0.70
70 H 9.34878 4.16628 33.68880  0.70
71 H 7.84671 2.97529 31.98108  0.47
72 H 6.54229 1.04841 32.71746  0.49
73 C 12.51325 -0.95810 40.49338  -0.78
74 C 11.82568 -0.78299 41.71641  -0.18
75 C 12.59041 -0.82952 42.91504  -0.46
76 C 13.99482 -0.92574 42.81934  0.70
77 C 14.63738 -1.16261 41.61067  -0.30
78 C 13.89892 -1.05675 40.46327  -0.54
79 C 16.08860 -1.45517 41.57655  0.80
80 O 16.61079 -1.54957 40.48677  -0.76
81 C 16.83684 -1.58812 42.84016  0.46
82 C 18.17517 -2.02838 42.85472  -0.66
83 C 18.83014 -2.06212 44.02714  -0.46
84 C 18.26553 -1.63776 45.22035  -0.54
85 C 16.92156 -1.26245 45.26500  -0.79
86 C 16.20171 -1.30342 44.05983  0.25
87 C 14.78722 -0.90451 44.08835  0.57
88 O 14.27300 -0.50384 45.12217  -0.76
89 H 11.85796 -0.87463 39.62657  0.50
90 H 10.74990 -0.55804 41.75886  0.23
91 H 12.07798 -0.64321 43.85610  0.63
92 H 14.38019 -1.19761 39.51995  0.62
93 H 18.55612 -2.32106 41.87951  0.61
94 H 19.85298 -2.41396 44.04769  0.39
95 H 18.82345 -1.69374 46.16122  0.41
96 H 16.37377 -1.07268 46.24624  0.31
97 C 18.67611 5.51537 36.83369  -0.23
98 C 19.85416 5.01586 36.36418  -1.56
99 C 21.09024 5.53117 36.85288  -0.67
100 C 21.09513 6.45643 37.87098  0.54
101 C 19.86539 6.91673 38.37997  0.67
102 C 18.70061 6.48736 37.77612  -0.64
103 C 19.86044 7.96452 39.42890  1.08
104 O 18.85250 8.53519 39.77256  -0.86
105 C 21.10094 8.36800 40.09824  0.37
106 C 21.10552 9.23419 41.19272  -1.06
107 C 22.30607 9.84802 41.58952  -0.80
108 C 23.49069 9.55520 40.94626  -0.42
109 C 23.52635 8.66417 39.85662  -0.87
110 C 22.34661 8.04572 39.49439  0.69
111 C 22.39882 7.04399 38.32735  0.39
112 O 23.41678 6.80223 37.69084  -0.71
113 H 17.69747 5.27076 36.43894  0.85
114 H 19.83565 4.29852 35.55587  0.66
115 H 22.13080 5.29368 36.49633  0.47
116 H 17.75599 7.00474 38.12972  0.17
117 H 20.18455 9.47828 41.66022  0.61
118 H 22.35074 10.57873 42.39226  0.42
119 H 24.45591 10.04686 41.23814  0.34
120 H 24.48310 8.47476 39.35762  0.48
121 C 13.05977 2.66913 45.45668  -0.19
122 C 13.48915 3.95884 45.79267  -0.71
123 C 13.04175 5.04474 44.97978  -1.08
124 C 12.12903 4.78067 43.91509  0.32
125 C 11.78194 3.50084 43.60990  0.42
126 C 12.25719 2.43286 44.35671  -1.11
127 C 11.12015 3.25272 42.32937  0.27
128 O 11.03690 2.10902 41.89024  -0.61
129 C 10.61372 4.39632 41.54511  0.84
130 C 9.94272 4.03785 40.31958  -0.56
131 C 9.36037 5.02875 39.61479  -0.25
132 C 9.38610 6.29065 40.16503  -0.82
133 C 10.08484 6.67041 41.30881  -0.94
134 C 10.74384 5.65192 42.05771  0.96
135 C 11.63042 5.96877 43.22652  0.22
136 O 11.80520 7.13428 43.56700  -0.71
137 H 13.36317 1.88213 46.15611  0.29
138 H 14.21082 4.14265 46.51960  0.50
139 H 13.30065 6.06804 45.21265  0.56
140 H 11.95084 1.49026 44.07804  0.94
141 H 10.05479 3.00681 39.99582  0.59
142 H 8.75048 5.03930 38.72760  0.49
143 H 8.89482 7.16857 39.66490  0.29
144 H 10.09010 7.74326 41.60456  0.41
145 C 16.52128 2.17127 44.42587  -0.92
146 C 16.08157 3.07245 43.44722  0.37
147 C 17.02330 3.80256 42.74582  -0.73
148 C 18.38304 3.60247 42.95281  0.63
149 C 18.83404 2.57209 43.83672  0.22
150 C 17.91477 1.88467 44.47579  -0.71
151 C 20.28518 2.43578 44.10003  0.45
152 O 20.76606 1.71586 44.99314  -0.74
153 C 21.23062 3.29104 43.26784  0.20
154 C 22.63227 3.02783 43.39765  -0.59
155 C 23.54411 3.80564 42.70829  -1.21
156 C 22.99434 4.68630 41.76883  -0.42
157 C 21.64974 4.85630 41.55357  0.13
158 C 20.73468 4.21615 42.29645  0.16
159 C 19.31201 4.50068 42.23606  0.03
160 O 18.88110 5.40809 41.56886  -0.63
161 H 15.72157 1.79112 45.08512  0.28
162 H 15.06615 3.36740 43.34889  0.07
163 H 16.70860 4.58847 42.02466  0.60
164 H 18.22625 1.15976 45.18234  0.91
165 H 22.87015 2.18398 44.05019  0.48
166 H 24.58409 3.64359 42.84634  0.44
167 H 23.73720 5.13542 41.15363  0.49
168 H 21.34073 5.61883 40.88840  0.64
169 C 20.95623 -2.91050 40.31224  -0.56
170 C 21.40820 -1.96136 41.25629  -1.05
171 C 20.97599 -0.68059 41.13641  -0.76
172 C 19.97464 -0.32100 40.20329  0.52
173 C 19.47301 -1.27549 39.33679  0.78
174 C 20.01400 -2.59582 39.35217  -0.81
175 C 18.45240 -0.88455 38.34747  0.07
176 O 18.13066 -1.61280 37.44788  -0.67
177 C 17.89596 0.53818 38.36105  1.00
178 C 16.88448 0.99610 37.46314  -0.93
179 C 16.27022 2.23493 37.66641  0.21
180 C 16.83765 3.12502 38.56621  -1.83
181 C 17.93744 2.78518 39.35276  -0.22
182 C 18.40998 1.48125 39.18626  -0.53
183 C 19.43259 1.05492 40.24740  0.31
184 O 19.79327 1.82724 41.12708  -0.35
185 H 21.23725 -3.93064 40.42710  0.40
186 H 22.22282 -2.31196 41.89133  0.48
187 H 21.31391 0.02358 41.80637  0.71
188 H 19.60015 -3.28901 38.62833  0.49
189 H 16.46614 0.20058 36.75168  0.37
190 H 15.29835 2.44393 37.26833  0.43
191 H 16.30530 3.97427 38.66090  1.61
192 H 18.27519 3.42785 40.10398  0.25
193 C 12.90153 9.05680 30.27945  -0.94
194 C 12.98257 8.67543 31.65869  -0.40
195 C 12.46311 7.43938 32.08186  -1.21
196 C 12.10681 6.50687 31.10213  0.46
197 C 12.18865 6.81507 29.75506  0.69
198 C 12.63075 8.06134 29.31435  -0.64
199 C 11.70956 5.84360 28.76733  0.05
200 O 11.35693 6.17087 27.67434  -0.63
201 C 11.68848 4.39187 29.17351  1.11
202 C 11.37095 3.48350 28.17418  -0.91
203 C 11.20292 2.15435 28.50858  -0.66
204 C 11.28364 1.74186 29.87179  -0.95
205 C 11.41959 2.66803 30.88055  -0.48
206 C 11.67531 4.01480 30.50575  0.82
207 C 11.75550 5.12013 31.52237  -0.33
208 O 11.44735 4.85391 32.65106  -0.23
209 H 13.23049 10.04736 29.99835  0.44
210 H 13.45867 9.40703 32.29892  0.62
211 H 12.19546 7.11698 33.05984  0.86
212 H 12.57890 8.24070 28.24537  0.54
213 H 11.22323 3.79305 27.14376  0.49
214 H 10.98198 1.36862 27.79404  0.41
215 H 11.26331 0.70233 30.08395  0.49
216 H 11.45934 2.42407 31.95079  0.49
217 C 14.47651 4.58102 34.19176  -0.46
218 C 15.08746 5.66510 34.77951  -0.22
219 C 15.89377 6.44084 33.94277  -0.67
220 C 15.94775 6.25498 32.60621  -0.31
221 C 15.24263 5.15953 31.98855  0.21
222 C 14.56765 4.34775 32.82164  -1.02
223 C 15.33240 4.85322 30.56311  -0.04
224 O 14.64655 3.97591 30.07836  -0.72
225 C 16.16445 5.75763 29.71370  0.90
226 C 16.50321 5.46848 28.43266  -0.50
227 C 17.31695 6.27138 27.69064  -0.59
228 C 17.88222 7.43860 28.19107  -0.74
229 C 17.51970 7.78361 29.49371  -0.80
230 C 16.69756 6.95535 30.28436  0.09
231 C 16.51377 7.26741 31.70410  0.71
232 O 16.74544 8.41252 32.02008  -0.30
233 H 13.96245 3.92470 34.85465  0.38
234 H 14.95298 5.85658 35.85122  0.77
235 H 16.49276 7.19809 34.41790  0.62
236 H 14.23341 3.45668 32.35677  0.67
237 H 16.19232 4.51601 28.04423  0.55
238 H 17.60463 5.99466 26.70652  0.43
239 H 18.66071 8.04177 27.70301  0.41
240 H 17.82070 8.71441 29.89104  0.64
241 C 12.34291 1.91383 36.73225  -1.86
242 C 12.74982 1.44596 38.01378  -0.84
243 C 13.02963 2.31256 39.00841  0.04
244 C 13.01305 3.70100 38.72990  0.65
245 C 12.49471 4.14348 37.51171  1.08
246 C 12.16239 3.24836 36.53433  -0.83
247 C 12.26921 5.59053 37.20701  1.24
248 O 11.62571 5.87998 36.24755  -0.81
249 C 12.75609 6.58944 38.16946  0.84
250 C 12.59895 7.93402 37.92634  -1.03
251 C 12.93894 8.90486 38.90451  -0.71
252 C 13.34150 8.43352 40.16301  -1.14
253 C 13.44526 7.06784 40.45455  -1.05
254 C 13.13821 6.11552 39.45479  0.31
255 C 13.34171 4.71337 39.76483  0.34
256 O 13.74248 4.36789 40.84166  -0.67
257 H 12.12701 1.12803 35.99778  0.40
258 H 12.84997 0.41571 38.32246  0.20
259 H 13.43251 1.92574 39.96243  0.09
260 H 11.65557 3.69632 35.66911  1.03
261 H 12.14234 8.21814 36.99992  0.68
262 H 12.89345 9.96719 38.69863  0.46
263 H 13.54745 9.16404 40.94737  0.54
264 H 13.61278 6.78375 41.45683  0.69

Properties
* total charge: 0
* max |F|: 4.69 eV Å⁻¹
* multiplicity: 1
* LUMO: -1.1 eV
* HOMO-LUMO gap: 7.88 eV
* energy above the lowest of the compared OMol25 structures with the same formula, charge and spin: 0.1924 eV
* SMILES: O=C1c2ccccc2C(=O)c2ccccc21.O=C1c2ccccc2C(=O)c2ccccc21.O=C1c2ccccc2C(=O)c2ccccc21.O=C1c2ccccc2C(=O)c2ccccc21.O=C1c2ccccc2C(=O)c2ccccc21.O=C1c2ccccc2C(=O)c2ccccc21.O=C1c2ccccc2C(=O)c2ccccc21.O=C1c2ccccc2C(=O)c2ccccc21.O=C1c2ccccc2C(=O)c2ccccc21.O=C1c2ccccc2C(=O)c2ccccc21.O=C1c2ccccc2C(=O)c2ccccc21